1.
Below is 12 unconnected molecules or ions with the total composition C81H174F11N11O18S8 in a non-equilibrium geometry, with properties calculated with ωB97M-V/def2-TZVPD.

Properties
HOMO ... -0.3386 Ha
Total charge ... +2
M ... 2055.9 u

Each line ends with the Mulliken charge.
CARTESIAN COORDINATES (ANGSTROEM)
C  -1.295  -5.151  1.858  -0.8694
C  -0.976  -5.861  0.568  -0.5617
C  -2.240  -5.916  -0.288  1.0391
C  -1.953  -6.472  -1.682  -0.9968
N  -3.187  -6.754  -2.498  1.3762
C  -4.036  -5.521  -2.704  0.4296
C  -5.464  -5.917  -2.405  -0.7475
C  -5.301  -7.012  -1.333  -0.6983
C  -4.064  -7.728  -1.850  -0.8974
C  -2.811  -7.238  -3.871  -0.6582
C  -2.033  -8.555  -3.882  -0.4069
C  -2.474  -9.322  -5.168  -1.3904
H  -0.390  -4.807  2.360  0.3049
H  -1.862  -5.848  2.502  0.5381
H  -1.937  -4.284  1.590  -0.1745
H  -0.581  -6.843  0.786  0.8654
H  -0.206  -5.339  -0.024  -0.2041
H  -2.593  -4.878  -0.222  -1.0063
H  -2.915  -6.624  0.220  0.4438
H  -1.228  -7.312  -1.630  0.4534
H  -1.437  -5.661  -2.125  -0.0270
H  -3.734  -5.067  -3.658  0.0828
H  -3.752  -4.827  -1.937  -0.7257
H  -5.986  -6.342  -3.252  0.4344
H  -6.044  -5.009  -2.162  0.3583
H  -6.173  -7.657  -1.137  0.5285
H  -5.048  -6.547  -0.369  0.1256
H  -4.350  -8.422  -2.657  0.5841
H  -3.427  -8.329  -1.188  0.3458
H  -2.195  -6.421  -4.228  -0.0533
H  -3.783  -7.283  -4.454  0.5503
H  -2.233  -9.148  -2.998  0.3668
H  -0.958  -8.336  -3.858  0.3942
H  -2.242  -8.749  -6.063  0.3304
H  -3.561  -9.500  -5.082  0.3447
H  -1.983  -10.272  -5.238  0.4580
C  4.912  3.529  -9.153  -0.9815
C  5.109  2.170  -9.861  -0.8056
C  3.924  1.205  -9.622  -0.4269
C  3.893  0.798  -8.212  -0.6309
N  2.795  -0.203  -7.884  1.1054
C  1.488  0.521  -8.108  -0.6827
C  0.513  -0.352  -7.426  -1.0135
C  1.295  -0.909  -6.185  1.2746
C  2.763  -0.477  -6.410  -0.8241
C  2.881  -1.412  -8.776  -0.8907
C  4.323  -1.987  -8.689  -0.1934
C  4.288  -3.504  -9.013  -1.5449
H  4.192  4.154  -9.712  0.2680
H  5.905  4.014  -9.144  0.3849
H  4.602  3.522  -8.114  0.1914
H  6.047  1.727  -9.543  0.3999
H  5.226  2.308  -10.919  0.4413
H  4.059  0.281  -10.159  0.3379
H  2.972  1.657  -9.904  0.3029
H  3.647  1.586  -7.532  0.1564
H  4.867  0.358  -7.915  0.3987
H  1.265  0.761  -9.174  0.5667
H  1.551  1.441  -7.557  0.0796
H  0.118  -1.115  -8.098  0.4871
H  -0.344  0.232  -7.108  0.3766
H  1.281  -1.990  -6.116  -0.2506
H  0.893  -0.483  -5.265  -0.1509
H  3.490  -1.194  -6.063  0.6423
H  2.948  0.514  -5.943  -0.2571
H  2.588  -1.132  -9.778  0.4784
H  2.168  -2.168  -8.427  0.3875
H  4.730  -1.827  -7.684  0.3987
H  5.027  -1.567  -9.393  0.3248
H  3.368  -3.974  -8.561  0.2355
H  5.125  -4.044  -8.639  0.4451
H  4.307  -3.714  -10.087  0.4046
C  -5.517  3.792  0.273  -1.6478
C  -4.117  3.173  0.366  0.2889
C  -3.317  3.153  -0.991  -0.2241
C  -1.889  2.801  -0.672  -0.7345
N  -0.883  2.720  -1.773  1.4864
C  -0.891  4.114  -2.534  -0.3886
C  -1.764  3.845  -3.800  -1.3029
C  -2.205  2.351  -3.785  -0.9411
C  -1.287  1.689  -2.813  0.5032
C  0.440  2.342  -1.125  1.8711
C  0.892  3.302  -0.036  0.0001
C  2.332  2.922  0.368  -0.2331
H  -5.931  3.892  1.262  0.4221
H  -6.117  3.085  -0.313  0.3387
H  -5.516  4.737  -0.263  0.3945
H  -4.151  2.137  0.680  -0.2532
H  -3.418  3.656  1.044  0.0002
H  -3.504  4.157  -1.454  0.5463
H  -3.788  2.403  -1.629  0.1387
H  -1.814  1.836  -0.135  -0.4735
H  -1.555  3.610  -0.043  0.8661
H  0.143  4.223  -2.840  0.4612
H  -1.135  4.922  -1.825  0.5406
H  -1.081  3.965  -4.615  0.1246
H  -2.484  4.617  -3.982  0.5368
H  -2.014  1.818  -4.729  0.5929
H  -3.256  2.186  -3.623  0.4763
H  -0.398  1.468  -3.345  -0.0353
H  -1.686  0.773  -2.353  -0.6313
H  1.220  2.419  -1.898  -0.2893
H  0.410  1.350  -0.710  -0.0778
H  0.191  3.254  0.790  -0.7848
H  0.859  4.312  -0.427  0.3509
H  2.782  3.673  0.996  0.3202
H  2.955  2.711  -0.502  0.2032
H  2.365  2.006  1.006  -0.5816
C  6.984  -3.812  7.627  -1.2628
C  5.738  -4.161  6.855  -0.6982
C  4.593  -3.161  6.944  0.0903
C  5.143  -1.878  6.351  -1.4570
N  4.192  -0.728  6.324  1.0602
C  3.132  -1.090  5.258  -0.7665
C  3.894  -0.575  3.919  0.8133
C  5.104  0.238  4.348  -0.7109
C  4.830  0.537  5.787  -0.8353
C  3.555  -0.480  7.687  -0.7383
C  4.549  -0.256  8.884  -0.3071
C  3.803  -0.349  10.184  -1.4001
H  6.705  -3.525  8.644  0.2877
H  7.668  -3.076  7.181  0.3065
H  7.548  -4.710  7.823  0.4595
H  5.289  -5.082  7.193  0.4529
H  5.966  -4.261  5.794  0.3337
H  4.376  -3.017  7.995  0.2712
H  3.702  -3.552  6.447  0.1025
H  5.496  -2.106  5.332  0.7816
H  6.057  -1.601  6.910  0.2665
H  2.309  -0.431  5.401  0.2253
H  2.743  -2.087  5.273  0.1703
H  3.194  0.036  3.319  -0.4869
H  4.132  -1.468  3.347  -0.1461
H  5.119  1.063  3.626  0.4887
H  5.974  -0.399  4.182  0.4975
H  4.087  1.318  5.831  0.0433
H  5.652  0.782  6.459  0.6296
H  2.867  -1.293  7.952  -0.0688
H  2.942  0.381  7.561  1.0150
H  5.059  0.708  8.816  0.3260
H  5.322  -1.051  8.887  0.1617
H  4.492  -0.399  11.019  0.4322
H  3.139  -1.209  10.223  0.2936
H  3.165  0.543  10.266  0.3508
C  -0.899  11.968  5.022  -1.1179
C  -0.693  10.803  3.931  -0.8084
C  -1.768  9.739  3.983  -0.0993
C  -1.724  8.976  5.286  -0.9781
N  -2.931  7.916  5.363  0.1236
C  -4.259  8.608  5.291  -0.6417
C  -5.177  7.486  5.815  -0.6852
C  -4.304  6.632  6.762  -0.8451
C  -2.927  7.242  6.670  -0.4428
C  -2.828  6.899  4.232  -1.4277
C  -1.450  6.248  4.071  -0.5670
C  -1.495  5.077  3.018  -0.7517
H  -1.948  12.324  4.929  0.2807
H  -0.214  12.809  4.810  0.4000
H  -0.737  11.612  6.038  0.3058
H  0.360  10.541  4.186  0.3094
H  -0.637  11.244  2.955  0.4079
H  -1.710  9.098  3.077  0.2685
H  -2.779  10.164  4.014  0.3077
H  -1.992  9.669  6.091  0.6304
H  -0.724  8.535  5.498  0.3695
H  -4.516  8.791  4.251  0.4175
H  -4.203  9.483  5.941  0.4740
H  -5.558  6.924  4.987  0.3535
H  -6.057  7.848  6.356  0.4118
H  -4.415  5.603  6.443  0.2798
H  -4.652  6.633  7.801  0.4358
H  -2.049  6.608  6.829  0.4916
H  -2.799  8.090  7.402  0.4931
H  -3.196  7.382  3.338  0.5537
H  -3.537  6.148  4.503  0.5538
H  -1.132  5.908  5.053  0.3279
H  -0.673  6.921  3.722  0.3646
H  -0.440  4.856  2.758  -0.1161
H  -1.979  5.423  2.090  0.5126
H  -1.981  4.161  3.384  0.3996
C  -9.851  0.259  1.409  -1.3432
C  -8.833  -0.893  1.358  -0.4146
C  -7.368  -0.391  1.112  -0.4801
C  -6.357  -1.636  1.214  -1.2964
N  -4.852  -1.277  1.039  1.1459
C  -3.996  -2.469  1.275  -0.5178
C  -3.963  -2.525  2.808  0.2097
C  -4.472  -1.183  3.368  -1.4890
C  -4.421  -0.322  2.130  -0.1815
C  -4.631  -0.624  -0.292  -0.1851
C  -4.974  -1.503  -1.547  0.2166
C  -4.992  -0.677  -2.873  -1.9415
H  -10.060  0.646  0.408  0.3372
H  -9.557  1.060  2.069  0.3714
H  -10.771  -0.096  1.906  0.3960
H  -9.108  -1.619  0.573  0.3208
H  -8.825  -1.422  2.312  0.3937
H  -7.095  0.439  1.787  0.2884
H  -7.237  0.003  0.113  0.2429
H  -6.630  -2.278  0.397  0.5104
H  -6.440  -2.204  2.174  0.7722
H  -2.998  -2.221  0.885  -0.1107
H  -4.457  -3.280  0.726  0.2083
H  -2.955  -2.601  3.221  -0.5731
H  -4.555  -3.326  3.254  0.7284
H  -3.728  -0.823  4.043  0.7917
H  -5.413  -1.322  3.917  0.2088
H  -3.415  -0.008  1.953  0.1536
H  -5.097  0.549  2.188  0.4031
H  -3.562  -0.404  -0.236  0.2416
H  -5.229  0.274  -0.292  0.4120
H  -5.954  -1.948  -1.353  0.5077
H  -4.243  -2.334  -1.540  -0.5858
H  -5.954  -0.209  -3.017  0.6101
H  -4.834  -1.336  -3.732  0.3454
H  -4.180  0.055  -2.908  0.1957
C  5.018  -4.534  -5.106  -1.0888
C  4.200  -5.035  -3.903  -0.7665
C  3.419  -3.991  -3.152  1.0851
C  4.331  -3.066  -2.423  -1.3305
N  3.718  -1.898  -1.848  0.9187
C  3.074  -1.033  -2.905  -0.2468
C  2.875  0.286  -2.163  1.3762
C  3.990  0.378  -1.108  -1.0751
C  4.776  -0.942  -1.182  -0.8501
C  2.677  -2.348  -0.780  1.3641
C  3.191  -3.337  0.214  -1.2057
C  2.267  -3.352  1.491  -0.5422
H  4.331  -4.234  -5.930  0.0572
H  5.574  -5.434  -5.450  0.4525
H  5.709  -3.734  -4.883  0.3929
H  4.806  -5.686  -3.242  0.4750
H  3.440  -5.731  -4.356  0.1789
H  2.700  -4.459  -2.480  -0.0483
H  2.752  -3.375  -3.779  -0.4390
H  5.105  -2.737  -3.119  0.4945
H  4.895  -3.537  -1.603  0.5435
H  2.223  -1.527  -3.352  0.0408
H  3.784  -0.920  -3.731  0.3903
H  1.881  0.262  -1.652  -1.3133
H  2.861  1.145  -2.815  0.1731
H  3.642  0.619  -0.083  -0.0437
H  4.702  1.178  -1.385  0.7455
H  5.153  -1.430  -0.253  0.4487
H  5.617  -0.999  -1.859  0.4025
H  1.843  -2.763  -1.310  0.0182
H  2.291  -1.461  -0.292  -0.3634
H  4.198  -3.089  0.517  0.3693
H  3.354  -4.340  -0.193  0.4540
H  1.264  -3.638  1.156  -0.6038
H  2.257  -2.425  2.079  -0.3331
H  2.654  -4.149  2.057  1.0481
N  -1.323  -1.962  7.069  -0.6178
S  -0.853  -2.055  5.584  0.8144
O  0.498  -1.719  5.372  -0.1895
O  -1.726  -1.308  4.791  -0.4824
F  -1.080  -3.499  5.130  -0.2459
S  -0.020  -2.124  7.992  1.1176
O  0.551  -0.862  8.474  -0.6105
O  0.946  -3.132  7.587  -0.5379
F  -0.948  -2.556  9.330  -0.3421
N  1.763  3.982  -4.122  0.0051
S  3.235  4.251  -3.735  0.8391
O  4.129  4.775  -4.638  -0.5562
O  3.749  3.119  -3.076  -0.5039
F  2.977  5.305  -2.629  -0.2528
S  1.616  3.193  -5.357  0.4929
O  0.678  2.123  -5.327  -0.2770
O  2.757  3.016  -6.192  -0.7052
F  0.714  4.429  -6.268  -0.6038
N  -1.340  -0.383  -0.096  -0.1567
S  -0.981  -1.653  -1.133  -0.8477
O  -1.037  -2.981  -0.516  0.2728
O  0.156  -1.351  -1.978  0.6067
F  -2.334  -1.522  -2.104  -0.0618
S  -0.599  -0.817  1.192  -0.8118
O  0.830  -0.662  1.209  0.2311
O  -1.169  -1.828  2.011  -0.2159
F  -1.159  0.546  1.885  -0.3496
N  -0.508  -3.831  -4.646  -0.2894
S  -1.718  -2.948  -5.220  0.4331
O  -2.257  -3.409  -6.478  -0.6965
O  -1.323  -1.563  -5.222  -0.3931
F  -2.718  -3.074  -4.054  0.0444
S  0.288  -5.003  -5.565  0.8861
O  0.947  -5.860  -4.568  -0.6136
O  1.032  -4.279  -6.474  -0.4765
F  -0.908  -5.574  -6.306  -0.1540
C  4.020  3.672  4.156  -0.4626
O  2.857  2.811  3.664  0.2411
O  5.185  3.018  4.208  -0.8974
C  4.088  4.888  3.224  0.5923
F  4.684  4.531  2.098  -0.2321
F  2.854  5.385  2.805  -0.2310
F  4.667  5.931  3.800  -0.3253
C  1.702  3.050  4.523  -0.3319
C  0.536  2.269  3.940  0.4180
H  0.314  2.702  2.987  -1.0720
H  0.711  1.195  3.848  -0.0971
H  -0.303  2.405  4.658  0.4742
H  1.431  4.126  4.581  0.1489
H  1.912  2.749  5.571  0.3616
H  3.787  4.057  5.125  0.3796

---

2.
Below is 7 unconnected molecules or ions with the total composition C34H40BN6O2 in a non-equilibrium geometry, with properties calculated with ωB97M-V/def2-TZVPD.

Properties
HOMO ... -0.1287 Ha
Total charge ... -1
M ... 575.5 u

Each line ends with the Mulliken charge.
CARTESIAN COORDINATES (ANGSTROEM)
C  3.813  4.329  2.566  -0.7152
C  3.029  5.624  2.615  -0.7156
C  1.563  5.496  2.184  0.2115
C  0.552  5.305  3.265  -0.4113
O  -0.635  5.144  2.530  -0.6985
B  -0.204  4.205  1.414  1.0656
O  1.325  4.336  1.412  -0.7195
H  3.341  3.579  3.180  -0.0619
H  3.855  3.952  1.553  0.2480
H  4.827  4.507  2.916  0.4288
H  3.113  6.053  3.614  0.2826
H  3.514  6.325  1.939  0.3522
H  1.290  6.366  1.574  0.1436
H  0.790  4.322  3.697  0.0275
H  0.483  6.096  4.011  0.3061
H  -0.604  4.510  0.302  -0.2905
H  -0.575  3.046  1.744  -0.3716
N  -2.350  3.974  -1.617  -0.4852
C  -3.667  4.080  -1.505  -0.4186
C  -4.548  3.031  -1.731  -0.3102
C  -4.025  1.798  -2.083  -0.6826
C  -2.649  1.671  -2.192  -0.3410
C  -1.857  2.788  -1.950  -0.1468
H  -4.035  5.059  -1.213  0.3423
H  -5.615  3.177  -1.621  0.3906
H  -4.674  0.949  -2.257  0.4303
H  -2.195  0.721  -2.450  0.7838
H  -0.775  2.731  -2.013  0.3897
N  -0.416  -1.243  -1.594  -0.4104
C  0.660  -1.996  -1.810  -0.4901
C  1.686  -2.142  -0.890  -0.5342
C  1.601  -1.458  0.315  0.1240
C  0.492  -0.668  0.553  -0.2233
C  -0.485  -0.601  -0.427  -0.8934
H  0.692  -2.514  -2.764  0.3593
H  2.532  -2.779  -1.114  0.4636
H  2.382  -1.542  1.059  0.3506
H  0.386  -0.113  1.474  0.3679
H  -1.374  0.001  -0.277  0.8940
N  -3.660  -3.307  1.931  -0.5477
C  -2.640  -2.934  1.161  -0.3705
C  -2.067  -3.751  0.195  -0.0015
C  -2.585  -5.023  0.019  -0.5858
C  -3.648  -5.425  0.813  -0.2994
C  -4.145  -4.531  1.749  -0.2969
H  -2.264  -1.932  1.330  0.5661
H  -1.241  -3.394  -0.404  0.3669
H  -2.165  -5.690  -0.723  0.4297
H  -4.083  -6.410  0.711  0.3641
H  -4.977  -4.808  2.389  0.3458
N  -1.667  -0.222  -6.605  -0.5162
C  -2.164  0.535  -5.629  -0.2621
C  -3.253  1.381  -5.792  0.0500
C  -3.856  1.442  -7.037  -0.5767
C  -3.349  0.660  -8.062  -0.2497
C  -2.258  -0.151  -7.793  -0.3267
H  -1.662  0.458  -4.672  0.4900
H  -3.613  1.973  -4.961  0.3304
H  -4.707  2.090  -7.205  0.3791
H  -3.788  0.677  -9.051  0.3576
H  -1.833  -0.780  -8.569  0.3383
N  2.179  0.613  3.103  -0.0049
C  1.631  1.147  4.189  -0.2158
C  2.346  1.438  5.342  -0.5949
C  3.702  1.159  5.367  -0.1365
C  4.286  0.606  4.238  -0.7465
C  3.482  0.356  3.137  -0.1474
H  0.570  1.362  4.122  0.3194
H  1.848  1.881  6.194  0.3721
H  4.295  1.376  6.246  0.3624
H  5.343  0.379  4.208  0.3546
H  3.905  -0.066  2.231  0.4063
N  1.639  -6.167  -0.780  -0.4425
C  2.700  -6.941  -0.985  -0.2441
C  3.734  -7.088  -0.072  -0.3547
C  3.661  -6.389  1.122  -0.2901
C  2.563  -5.578  1.351  -0.5707
C  1.583  -5.503  0.371  0.0195
H  2.722  -7.469  -1.933  0.3693
H  4.573  -7.733  -0.294  0.3570
H  4.448  -6.474  1.861  0.3740
H  2.463  -5.010  2.266  0.4058
H  0.708  -4.877  0.512  0.3803